Entry from the Open Molecules 2025 dataset: a molecular structure, C3H2LiLuO3 (ωB97M-V/def2-TZVPD).

Calculated values
Gap between HOMO and LUMO (alpha / beta)   0.150 / 0.137 Ha
2S+1   2
Relative energy (zero: lowest compared OMol25 entry of this formula, charge and spin)   0.00 kJ/mol
Charge   +1
HOMO level (alpha / beta)   -9.645 / -9.443 eV

Last column: Mulliken charge in e.
Cartesian coordinates (Å):
O  3.5369  0.9292  0.7384  -0.30
C  3.0476  0.3535  -0.2099  -0.46
O  -1.0545  1.3338  -0.7279  -0.66
C  -1.9397  0.7839  -0.0698  0.02
C  -1.7840  -0.6903  0.3661  0.02
O  -0.7653  -1.3232  0.0757  -0.69
Lu  0.6433  0.0619  -0.6976  1.47
H  -2.8735  1.2475  0.2480  0.33
H  -2.6408  -1.0858  0.9114  0.33
Li  3.8299  -1.6106  -0.6344  0.93


Entry from the Open Molecules 2025 dataset: a molecular structure, C3H2LiO3Sr (ωB97M-V/def2-TZVPD).

Calculated values
Gap between HOMO and LUMO (alpha / beta)   0.253 / 0.313 Ha
2S+1   2
Charge   +2
HOMO level (alpha / beta)   -15.800 / -17.433 eV

Last column: Mulliken charge in e.
Cartesian coordinates (Å):
H  -2.6114  0.5051  -2.7192  0.02
O  0.0325  1.1874  0.3318  -0.35
C  1.2447  0.6018  0.3279  1.25
C  -1.0332  0.4249  0.3491  0.64
O  2.2522  1.3193  0.3030  -0.85
O  1.3345  -0.6640  0.3326  -0.94
C  -2.0431  -0.2258  0.2286  -0.88
Sr  3.8796  -0.4176  0.2409  1.86
H  -2.9653  -0.7845  0.2523  0.41
Li  -0.0905  -1.9466  0.3530  0.85


Entry from the Open Molecules 2025 dataset: a molecular structure, C3H2LiO3Yb (ωB97M-V/def2-TZVPD).

Calculated values
Gap between HOMO and LUMO (alpha / beta)   0.212 / 0.265 Ha
2S+1   3
Relative energy (zero: lowest compared OMol25 entry of this formula, charge and spin)   7.04 kJ/mol
Charge   +1
HOMO level (alpha / beta)   -10.444 / -12.238 eV

Last column: Mulliken charge in e.
Cartesian coordinates (Å):
O  0.1754  -0.5993  3.0522  -0.30
C  -0.7278  -0.1060  2.4179  -0.45
O  -0.4235  -1.2063  -1.7588  -0.60
C  0.4181  -0.6945  -2.4995  0.06
C  0.8167  0.7875  -2.3197  0.01
O  0.3111  1.4662  -1.4220  -0.62
Yb  -0.7985  0.1478  -0.1126  1.29
H  0.9282  -1.1976  -3.3210  0.37
H  1.5390  1.1458  -3.0531  0.37
Li  -1.2771  1.9195  2.9319  0.87


Entry from the Open Molecules 2025 dataset: a molecular structure, C3H2LuO3 (ωB97M-V/def2-TZVPD).

Calculated values
Gap between HOMO and LUMO   0.193 Ha
Relative energy (zero: lowest compared OMol25 entry of this formula, charge and spin)   0.00 kJ/mol
Charge   +1
HOMO level   -11.528 eV

Last column: Mulliken charge in e.
Cartesian coordinates (Å):
O  -0.7657  -0.0432  -1.6558  -0.70
C  0.1808  -2.3158  2.3938  0.31
C  0.2186  0.8316  -1.3570  0.07
O  -0.6961  -2.3331  1.6433  -0.27
O  -0.0489  0.4305  0.9480  -0.67
C  0.6070  1.0440  -0.0769  -0.05
Lu  -1.5931  -0.7356  0.1128  1.65
H  0.6889  1.3758  -2.1853  0.33
H  1.4086  1.7457  0.1770  0.32


Entry from the Open Molecules 2025 dataset: a molecular structure, C3H2LuO3 (ωB97M-V/def2-TZVPD).

Calculated values
Gap between HOMO and LUMO (alpha / beta)   0.332 / 0.228 Ha
Relative energy (zero: lowest compared OMol25 entry of this formula, charge and spin)   0.00 kJ/mol
Charge   +3
HOMO level (alpha / beta)   -23.300 / -20.963 eV

Last column: Mulliken charge in e.
Cartesian coordinates (Å):
C  -2.1544  -0.3166  -0.0242  -0.46
C  -1.8676  0.9858  -0.0566  0.84
O  -0.9793  1.7736  -0.0598  -0.12
C  1.5213  -0.2006  0.0267  0.70
O  0.6732  -0.9919  0.0508  -0.14
O  2.6446  0.1581  0.0290  -0.21
Lu  4.9174  0.1798  0.0635  1.65
H  -2.3566  -0.8229  -0.9688  0.37
H  -2.3985  -0.7654  0.9394  0.37


Entry from the Open Molecules 2025 dataset: a molecular structure, C3H2MgO2 (ωB97M-V/def2-TZVPD).

Calculated values
Gap between HOMO and LUMO (alpha / beta)   0.269 / 0.327 Ha
2S+1   2
Relative energy (zero: lowest compared OMol25 entry of this formula, charge and spin)   25.08 kJ/mol
Charge   +1
HOMO level (alpha / beta)   -12.233 / -14.128 eV

Last column: Mulliken charge in e.
Cartesian coordinates (Å):
H  -3.2018  0.8980  0.1370  0.34
O  -1.0555  1.1026  -0.0339  -0.35
O  0.7044  -0.5803  0.1230  -0.41
C  -2.2568  0.4238  -0.1344  0.18
C  -1.7872  -0.8606  -0.1188  -0.64
C  -0.4527  -0.3158  0.0163  0.88
H  -2.2002  -1.8303  0.1378  0.33
Mg  2.6849  0.1188  0.0119  0.67


In order of appearance, max |F| = 0.19810; 0.02794; 0.10797; 0.06428; 0.14755; 0.04928 Eh/bohr.